(1)
Below is C19H23GdIN5O3S2 as an isolated structure in a non-equilibrium geometry, with properties calculated with ωB97M-V/def2-TZVPD.

```
54
Properties=species:S:1:pos:R:3:mulliken_spin:R:1
C 1.20 -2.67 0.83 0.01
I -1.35 -1.41 -1.33 0.19
H 2.05 -2.88 1.52 0.00
H 1.50 -2.89 -0.20 0.00
H 0.34 -3.32 1.07 -0.01
C -4.18 1.07 1.69 -0.04
C -3.96 0.07 2.58 0.01
N -2.73 -0.47 2.26 -0.02
C -2.11 0.22 1.26 0.53
N -3.08 1.11 0.85 -0.09
H -5.01 1.74 1.55 0.01
H -4.58 -0.31 3.37 0.01
C 2.95 0.73 -3.38 -0.03
C 1.95 0.40 -1.34 0.16
N 1.76 0.74 -2.66 0.08
H 4.98 0.22 -2.67 0.01
N 3.30 0.11 -1.30 0.02
H 2.97 1.03 -4.42 0.02
Gd -0.09 0.92 0.11 5.20
C 0.76 -1.28 0.85 -0.02
O 0.91 -0.43 1.74 -0.01
C 3.92 0.34 -2.52 -0.07
C 4.04 -0.39 -0.17 0.01
H 5.10 -0.25 -0.38 0.01
H 3.88 -1.47 -0.01 0.00
H 3.76 0.12 0.76 0.00
C 0.49 1.10 -3.24 -0.27
H 0.60 1.12 -4.34 0.00
H 0.13 2.09 -2.88 0.02
H -0.29 0.35 -2.98 0.09
C -2.99 1.93 -0.34 0.07
H -3.91 1.83 -0.95 -0.02
H -2.14 1.61 -0.99 0.00
H -2.87 2.99 -0.07 0.09
C -2.18 -1.62 2.94 0.02
H -1.87 -2.40 2.24 0.00
H -2.95 -2.01 3.62 0.01
H -1.28 -1.36 3.53 -0.01
O -2.98 5.14 0.25 0.01
S -1.57 5.41 0.40 0.10
O -0.96 6.45 -0.41 0.00
N -0.71 3.91 0.32 0.17
C 0.03 3.74 1.43 0.04
S 1.31 2.64 1.60 0.20
C -0.32 4.63 2.54 0.07
C -0.02 4.48 3.89 0.10
C -0.45 5.46 4.78 -0.04
C -1.18 6.57 4.32 0.23
C -1.54 6.68 2.97 -0.09
C -1.13 5.67 2.10 0.17
H 0.52 3.60 4.21 0.04
H -0.26 5.36 5.85 0.00
H -1.47 7.37 5.00 0.03
H -2.09 7.53 2.56 -0.01
```

- gap between HOMO and LUMO (spin up / spin down) (eV) = 3.2145 / 2.4279
- net charge = -2
- spin multiplicity = 8
- highest occupied orbital energy (spin up / spin down) (eV) = 1.26 / 2.23
- expectation value of S² = 16.800

---

(2)
Below is C19H23HgNP as an isolated structure in a non-equilibrium geometry, with properties calculated with ωB97M-V/def2-TZVPD.

```
45
Properties=species:S:1:pos:R:3:nbo_charge:R:1
C -1.34 2.32 -2.62 -1.24
Hg 0.12 0.79 -2.40 0.70
N 1.02 -1.23 -3.06 -1.17
H -2.12 1.40 -5.95 0.00
H 2.04 -1.09 -3.05 0.40
H -1.76 2.02 -6.11 0.00
H -1.65 2.38 -3.68 0.20
H -0.83 3.25 -2.30 0.21
H -2.17 2.06 -1.94 0.19
H 0.78 -1.96 -2.38 0.38
H 0.74 -1.50 -4.00 0.37
C -0.85 3.40 3.12 -0.24
C 0.20 3.53 2.20 -0.21
C 0.47 2.51 1.29 -0.23
C -0.36 1.36 1.27 -0.25
C -1.40 1.21 2.21 -0.25
C -1.65 2.24 3.13 -0.22
P 0.05 0.06 0.08 0.65
C 1.77 -0.46 0.40 -0.44
C 2.82 -0.08 -0.47 -0.27
C 4.13 -0.47 -0.23 -0.27
C 4.45 -1.11 0.98 -0.37
C 3.44 -1.42 1.90 -0.20
C 2.11 -1.10 1.61 -0.34
C -1.13 -1.30 0.21 -0.37
C -0.74 -2.60 0.53 -0.22
C -1.70 -3.60 0.67 -0.22
C -3.04 -3.33 0.41 -0.23
C -3.43 -2.05 -0.01 -0.24
C -2.48 -1.04 -0.10 -0.16
H -1.03 4.17 3.87 0.20
H 0.83 4.43 2.22 0.21
H 1.28 2.61 0.56 0.23
H -2.02 0.30 2.19 0.22
H -2.45 2.13 3.86 0.20
H 2.59 0.50 -1.38 0.17
H 4.91 -0.26 -0.97 0.19
H 5.50 -1.32 1.20 0.18
H 3.68 -1.91 2.85 0.19
H 1.33 -1.41 2.31 0.19
H 0.31 -2.81 0.72 0.24
H -1.40 -4.60 0.98 0.21
H -3.79 -4.11 0.52 0.20
H -4.47 -1.86 -0.23 0.20
H -2.77 -0.03 -0.40 0.21
```

- energy above the lowest of the compared OMol25 structures with the same formula, charge and spin (eV) = 0.000
- gap between HOMO and LUMO (spin up / spin down) (eV) = 3.7079 / 3.3445
- net charge = -1
- spin multiplicity = 1
- highest occupied orbital energy (spin up / spin down) (eV) = -0.78 / -0.46

---

(3)
Below is C19H23N2O4Sc as an isolated structure, with properties calculated with ωB97M-V/def2-TZVPD.

```
49
Properties=species:S:1:pos:R:3:nbo_charge:R:1
Sc -0.34 0.64 0.53 1.88
O 0.28 4.81 1.30 -0.58
C 0.30 3.52 1.23 0.83
O -0.55 2.84 0.67 -0.65
C 1.46 2.85 1.91 0.09
C 2.48 3.48 2.61 -0.14
C 3.46 2.67 3.18 -0.10
C 3.37 1.29 3.06 -0.16
C 2.31 0.75 2.35 0.07
N 1.38 1.53 1.79 -0.49
C 1.98 -0.69 2.09 0.83
O 2.70 -1.66 2.55 -0.57
O 0.98 -0.94 1.42 -0.63
H -0.50 5.19 0.85 0.54
H 2.52 4.56 2.69 0.28
H 4.28 3.11 3.73 0.27
H 4.13 0.66 3.51 0.25
H 3.47 -1.38 3.07 0.52
C -3.35 -2.11 2.13 -0.64
C -2.43 -2.13 0.95 0.08
C -1.85 -3.29 0.49 -0.22
C -1.03 -3.32 -0.65 0.10
C -0.46 -4.62 -1.12 -0.65
C -0.74 -2.14 -1.33 -0.29
C -1.32 -0.94 -0.91 0.21
C -2.16 -0.94 0.23 -0.47
N -0.96 0.37 -1.29 -0.76
C -0.41 0.82 -2.60 0.11
C -0.81 -0.07 -3.77 -0.63
C 1.11 0.91 -2.46 -0.60
C -0.99 2.21 -2.84 -0.60
H -3.67 -3.12 2.39 0.24
H -4.24 -1.52 1.93 0.24
H -2.86 -1.68 3.01 0.22
H -2.07 -4.22 1.01 0.23
H -0.17 -5.25 -0.27 0.24
H 0.41 -4.48 -1.76 0.23
H -1.21 -5.17 -1.69 0.25
H -0.05 -2.18 -2.15 0.23
H -2.77 -0.05 0.39 0.25
H -0.38 -1.07 -3.74 0.21
H -0.48 0.40 -4.69 0.24
H -1.90 -0.17 -3.82 0.23
H 1.56 -0.08 -2.33 0.22
H 1.36 1.53 -1.58 0.17
H 1.56 1.38 -3.33 0.25
H -2.08 2.17 -2.90 0.23
H -0.61 2.62 -3.78 0.23
H -0.73 2.91 -2.04 0.19
```

- gap between HOMO and LUMO (eV) = 6.0355
- net charge = +2
- spin multiplicity = 1
- highest occupied orbital energy (eV) = -13.99

---

(4)
Below is one molecule with the formula C19H23N3O4S in a non-equilibrium geometry, with properties calculated with ωB97M-V/def2-TZVPD.

```
50
Properties=species:S:1:pos:R:3:nbo_charge:R:1
C -6.21 -2.30 0.51 -0.25
O -5.11 -2.91 -0.12 -0.51
C -3.85 -2.44 0.13 0.23
C -3.60 -1.40 1.02 -0.28
C -2.32 -0.95 1.27 -0.17
C -1.23 -1.55 0.64 -0.10
C 0.12 -1.08 0.93 0.15
C 1.28 -1.84 0.65 -0.18
C 2.50 -1.29 0.97 -0.22
C 2.50 -0.01 1.54 0.03
S 4.02 0.74 1.95 0.29
C 3.50 2.32 2.71 -0.61
C 3.27 3.38 1.64 0.66
O 4.09 4.24 1.40 -0.64
N 2.08 3.26 1.03 -0.63
C 1.68 4.06 -0.10 -0.24
C 1.82 3.27 -1.41 0.09
C 3.27 2.87 -1.75 -0.45
C 3.24 1.34 -1.83 -0.43
C 1.75 1.07 -2.03 -0.06
O 1.08 2.06 -1.28 -0.54
N 1.37 0.64 1.78 -0.29
N 0.22 0.12 1.49 -0.19
C -1.48 -2.58 -0.26 -0.24
C -2.76 -3.04 -0.53 0.33
O -2.80 -4.06 -1.43 -0.51
C -4.02 -4.56 -1.94 -0.24
H -7.09 -2.83 0.15 0.20
H -6.16 -2.41 1.60 0.18
H -6.29 -1.24 0.25 0.18
H -4.42 -0.92 1.53 0.22
H -2.14 -0.14 1.96 0.24
H 1.21 -2.83 0.23 0.23
H 3.43 -1.81 0.80 0.23
H 4.33 2.62 3.34 0.26
H 2.61 2.12 3.29 0.26
H 1.50 2.45 1.24 0.44
H 0.64 4.36 0.03 0.20
H 2.33 4.94 -0.14 0.23
H 1.39 3.87 -2.22 0.17
H 3.57 3.31 -2.71 0.21
H 3.97 3.23 -0.99 0.24
H 3.59 0.90 -0.90 0.21
H 3.84 0.95 -2.65 0.21
H 1.48 1.14 -3.09 0.16
H 1.42 0.09 -1.65 0.19
H -0.68 -3.06 -0.80 0.22
H -4.61 -5.04 -1.16 0.18
H -3.73 -5.30 -2.68 0.19
H -4.61 -3.77 -2.41 0.18
```

- energy above the lowest of the compared OMol25 structures with the same formula, charge and spin (eV) = 3.716
- structure (SMILES) = COc1ccc(-c2ccc(SCC(=O)NC[C@H]3CCCO3)nn2)cc1OC
- gap between HOMO and LUMO (eV) = 8.2952
- net charge = 0
- spin multiplicity = 1
- highest occupied orbital energy (eV) = -8.01

---

(5)
Below is C19H23N3OS as an isolated structure in a non-equilibrium geometry, with properties calculated with ωB97M-V/def2-TZVPD.

```
47
Properties=species:S:1:pos:R:3:nbo_charge:R:1
C 3.47 1.73 -1.90 -0.21
H 2.68 1.21 -2.35 0.17
O 4.54 0.91 -1.53 -0.51
C 4.19 -0.03 -0.48 0.35
C 5.25 -0.99 -0.27 -0.29
C 5.11 -1.80 0.97 -0.16
C 3.91 -1.95 1.83 -0.22
C 2.90 -1.00 1.22 -0.12
C 2.91 -0.08 0.20 -0.02
N 1.85 0.66 0.00 -0.49
C 0.60 0.14 -0.42 -0.16
C -0.52 1.00 -1.04 -0.25
N -0.74 1.67 -0.01 -0.48
C -1.98 2.42 0.34 0.17
S -2.31 3.83 0.78 0.02
N -3.15 1.52 0.07 -0.68
C -3.19 0.01 0.18 0.17
C -4.26 -0.53 -0.52 -0.27
C -4.32 -1.74 -0.52 0.04
C -3.64 -2.51 0.54 -0.26
C -2.69 -1.91 1.07 -0.14
C -2.57 -0.45 1.18 -0.25
H -1.72 0.09 1.68 0.25
H -2.10 -2.41 2.04 0.19
H -3.76 -3.45 0.30 0.21
C -5.40 -2.53 -1.26 -0.64
H -5.01 -3.39 -1.99 0.22
H -6.06 -3.01 -0.63 0.22
H -6.20 -1.88 -1.66 0.22
H -4.81 0.05 -1.21 0.22
H -3.93 2.19 -0.16 0.41
C 0.36 2.56 0.44 -0.25
C 1.47 1.64 1.10 -0.20
H 2.31 2.02 1.38 0.19
H 1.00 1.00 1.96 0.18
H 0.12 3.47 1.40 0.26
H 0.84 3.19 -0.43 0.20
H -1.29 0.37 -0.99 0.25
H -0.03 1.51 -1.77 0.19
H 0.85 -0.59 -1.15 0.20
H 0.32 -0.77 0.53 0.15
H 1.87 -1.03 2.16 0.19
H 3.84 -2.56 2.51 0.19
H 5.97 -2.47 1.18 0.20
H 6.01 -0.65 -0.78 0.22
H 4.06 2.19 -2.82 0.18
H 3.22 2.34 -1.17 0.17
```

- energy above the lowest of the compared OMol25 structures with the same formula, charge and spin (eV) = 17.044
- gap between HOMO and LUMO (eV) = 8.9696
- net charge = 0
- spin multiplicity = 1
- highest occupied orbital energy (eV) = -8.37